Entry from OMol25: a cluster of 9 separate species, C34H74O22P2 in total in a non-equilibrium geometry (ωB97M-V/def2-TZVPD).

Atoms and positions in Å:
C  4.39063  6.02852  8.20648
O  4.64286  5.61478  6.82529
P  3.47500  5.77830  5.75098
O  2.21482  5.20679  6.19440
O  3.47944  7.34236  5.26671
C  4.63615  8.03652  4.90613
O  4.05011  5.05623  4.36575
C  3.16096  4.39527  3.47975
H  4.30474  5.17224  8.87544
H  3.48538  6.62825  8.30104
H  5.13066  6.73721  8.57826
H  5.37256  7.36607  4.46307
H  4.92331  8.55717  5.81967
H  4.35457  8.81689  4.19914
H  2.10609  4.66789  3.51196
H  3.38392  3.32998  3.53933
H  3.49741  4.71112  2.49227
C  -6.36801  3.58445  -4.02728
O  -7.38969  2.78326  -3.44367
P  -8.03298  1.49890  -4.27569
O  -8.26816  1.66328  -5.73513
O  -9.36955  1.21819  -3.40496
C  -10.46648  2.09551  -3.30750
O  -7.05854  0.28407  -3.83187
C  -7.58897  -1.08211  -4.06131
H  -6.44612  3.67440  -5.11075
H  -5.36040  3.23852  -3.79672
H  -6.56706  4.62333  -3.76420
H  -10.61673  2.56625  -2.33594
H  -11.42715  1.59200  -3.41563
H  -10.33273  2.90224  -4.02819
H  -8.09722  -1.40485  -3.15267
H  -6.75345  -1.78072  -4.10540
H  -8.26607  -1.19327  -4.90823
C  -1.08350  -1.95157  -3.20522
C  0.43345  -1.64532  -3.64765
O  1.31304  -1.52948  -2.53343
C  1.85425  -2.61858  -2.04546
C  2.73993  -2.35915  -0.75900
O  1.86892  -3.72662  -2.58389
H  -1.01540  -2.65066  -2.37171
H  -1.67552  -2.38914  -4.00905
H  -1.54894  -0.99375  -2.97274
H  0.73165  -2.38375  -4.39190
H  0.36314  -0.70096  -4.18741
H  3.13027  -1.34146  -0.76498
H  3.60808  -3.00374  -0.62143
H  2.04195  -2.34590  0.07811
C  2.89885  5.82655  -5.54960
C  1.42003  5.51912  -5.88858
O  0.68091  6.64447  -5.56160
C  -0.17950  6.63552  -4.51012
C  -1.15575  7.80835  -4.43399
O  -0.22420  5.78055  -3.63971
H  3.54130  4.98991  -5.82420
H  3.06288  5.92008  -4.47609
H  3.16347  6.70397  -6.13969
H  1.30196  5.31194  -6.95216
H  1.00093  4.62398  -5.42902
H  -0.70796  8.77892  -4.22047
H  -1.82611  7.60153  -3.59976
H  -1.78997  7.83346  -5.32012
C  -2.37907  2.25693  -9.07583
C  -2.55239  0.88277  -8.46034
O  -1.50015  -0.01270  -8.75382
C  -1.53921  -0.89030  -9.84813
C  -0.22652  -1.56559  -10.05364
O  -2.48320  -1.03372  -10.63080
H  -1.54912  2.79112  -8.61331
H  -3.26311  2.86629  -8.88806
H  -2.21985  2.19611  -10.15242
H  -2.57256  0.99453  -7.37627
H  -3.52840  0.45653  -8.69235
H  -0.09397  -2.01421  -11.03815
H  0.03505  -2.33661  -9.32892
H  0.51071  -0.76308  -10.03004
C  3.24940  -0.35448  7.33336
C  3.04981  -1.48467  6.28377
O  1.69781  -2.00075  6.43672
C  1.33970  -3.07834  5.77507
C  -0.09301  -3.45459  6.14997
O  2.02948  -3.85596  5.10202
H  3.24580  -0.83418  8.31212
H  2.41138  0.34112  7.37746
H  4.22484  0.11267  7.19774
H  3.15627  -1.01195  5.30740
H  3.79453  -2.26632  6.43375
H  -0.82733  -3.13422  5.41090
H  -0.27392  -2.90171  7.07176
H  -0.05589  -4.52565  6.34884
C  -2.90907  2.40810  6.27580
C  -2.18776  1.56359  5.21089
O  -2.76461  1.85339  3.95451
C  -2.18679  1.41685  2.78114
C  -3.06008  1.78732  1.59367
O  -1.20287  0.67981  2.78067
H  -2.45028  2.06292  7.20234
H  -3.98343  2.22438  6.26685
H  -2.79767  3.47972  6.11052
H  -1.15957  1.92542  5.21285
H  -2.25393  0.50405  5.45807
H  -2.37888  1.95793  0.76003
H  -3.75163  2.61917  1.72736
H  -3.54377  0.81904  1.46491
C  10.92361  -4.09513  3.14943
C  9.43969  -3.77711  3.13667
O  8.69181  -4.93535  3.37631
C  8.31483  -5.71167  2.38990
C  7.43584  -6.83859  2.79522
O  8.39872  -5.44015  1.22096
H  11.54911  -3.20255  3.13756
H  11.25666  -4.57441  2.22884
H  11.20445  -4.79570  3.93583
H  9.17294  -3.08813  3.93808
H  9.17683  -3.26795  2.20944
H  6.80450  -7.14398  1.96081
H  6.82853  -6.53706  3.64866
H  8.01786  -7.68161  3.16761
C  -1.25696  -8.76213  0.39786
C  -2.17349  -7.85021  1.28244
O  -3.46398  -8.41416  1.29928
C  -4.38584  -8.25923  2.28904
C  -5.66848  -9.11364  2.11062
O  -4.23790  -7.49905  3.26751
H  -1.48878  -8.81965  -0.66565
H  -1.33282  -9.81212  0.68045
H  -0.21411  -8.49593  0.57021
H  -1.83861  -7.75758  2.31558
H  -2.33324  -6.83426  0.92129
H  -5.52499  -10.08116  2.59168
H  -5.94830  -9.35813  1.08591
H  -6.45161  -8.58129  2.65045

**Energy relative to the best compared isomer or geometry (same formula, charge and spin)**: 0.0 kJ/mol
**Frontier orbital gap**: 10.1 eV
**E_LUMO**: 0.15 eV
**E_HOMO**: -9.93 eV